# 1
Molecular formula: C18H22F3N5O7S3Y
Method: DFT, the ωB97M-V functional and the def2-TZVPD basis

## Properties
HOMO-LUMO gap = 5.89 eV
ΔE to the lowest compared entry with this formula, charge and spin = 3.0 kcal/mol
charge = -1

Geometry as XYZ:
```
59
Properties=species:S:1:pos:R:3:forces:R:3:lowdin_charge:R:1
Y -0.577993 -0.108673 0.080325 0.0 0.0 0.0 1.119
S -2.504031 -1.333110 -1.987554 -0.2 0.0 0.0 0.494
S 1.050902 0.967475 1.883819 0.1 -0.1 0.0 0.511
S 0.132661 -2.237812 1.530462 0.0 0.1 0.0 0.491
F -5.096641 -1.351664 -1.606475 0.0 0.0 0.0 0.133
F -3.925044 -1.533026 0.199169 0.1 -0.1 0.1 0.133
F -4.121762 -3.226178 -1.144986 0.0 0.0 0.0 0.143
O -1.400091 -1.988923 -1.270776 0.0 0.0 0.1 -0.409
O -0.513742 1.989439 -0.754154 -0.1 0.2 0.0 -0.181
O -2.715846 -1.723272 -3.343770 0.1 0.0 0.0 -0.252
O -4.754033 6.516131 -0.236662 0.1 0.1 0.1 0.050
O -2.405569 0.970189 1.084077 0.1 -0.1 0.0 -0.085
O -3.412871 7.385343 -1.675367 0.1 0.1 0.1 0.050
O -2.466169 0.096116 -1.683810 0.1 0.0 0.0 -0.336
N 2.447560 -1.365535 -3.444279 0.0 0.0 -0.1 -0.085
N 3.822624 -1.112353 -1.461722 0.0 0.0 0.0 -0.084
N -3.739794 6.490686 -0.913611 -0.2 -0.3 -0.3 -0.368
N 1.492829 -0.370148 -1.427882 -0.1 -0.1 -0.1 -0.150
N 3.161119 0.846434 -2.733246 0.0 0.0 0.0 -0.086
C -2.921981 2.065670 0.896720 0.0 0.0 0.0 -0.165
C -1.276867 3.006381 -0.771261 0.2 -0.2 0.0 -0.325
C 1.947127 -2.749562 3.547659 0.0 0.0 0.0 -0.160
C 1.340134 -1.663539 2.688939 0.0 0.1 0.0 -0.805
C 2.719773 0.037862 3.878635 0.0 0.0 0.0 -0.161
C -3.257930 4.261912 -0.038144 0.0 0.0 -0.1 0.048
C -0.953674 4.125100 -1.602789 0.0 0.0 0.0 0.019
C -3.996930 -1.901295 -1.080293 -0.1 0.0 -0.1 -0.670
C -2.903816 5.302250 -0.858543 0.0 0.1 0.1 -0.161
C -2.469214 3.109318 0.016850 -0.1 0.1 0.1 -0.105
C 2.866807 -0.028024 -3.868410 0.0 0.0 0.0 -0.178
C -1.740849 5.235468 -1.646612 0.0 0.0 0.0 0.004
C 1.255813 -1.235604 -2.616021 -0.1 0.1 0.1 -0.171
C 3.517057 -1.939896 -2.625933 0.0 0.0 0.0 -0.176
C 2.613902 -0.985731 -0.654082 0.0 0.0 0.1 -0.191
C 1.699979 -0.376479 2.840755 -0.1 0.0 0.0 -0.800
C 1.958169 0.956513 -1.913630 0.1 0.0 0.0 -0.186
C 4.213394 0.217022 -1.928922 0.0 0.0 0.0 -0.172
H 1.418108 -2.839974 4.502836 0.0 0.0 0.0 0.075
H -1.490930 6.074735 -2.279734 0.0 0.0 0.0 0.116
H 5.118361 0.132482 -2.535829 0.0 0.0 0.0 0.120
H 3.762814 -0.118364 -4.487037 0.0 0.0 0.0 0.120
H 4.423458 0.850073 -1.065224 0.0 0.0 0.0 0.129
H -4.157433 4.337266 0.558827 0.0 0.0 0.0 0.126
H 2.999930 -2.558274 3.765804 0.0 0.0 0.0 0.061
H 0.450697 -0.801621 -3.214061 0.0 0.0 0.0 0.129
H 2.284948 -1.966792 -0.311117 0.0 0.0 0.0 0.097
H 2.070372 0.421180 -4.465577 0.0 0.0 0.0 0.125
H -3.841481 2.297049 1.458351 0.0 0.0 0.0 0.137
H 1.160018 1.412591 -2.497063 0.0 0.0 0.0 0.116
H 3.742840 -0.142466 3.529040 0.0 0.0 0.0 0.073
H -0.053121 4.052497 -2.198130 0.0 0.0 0.0 0.117
H 2.590380 -0.505281 4.817452 0.0 0.0 0.0 0.063
H 4.413964 -2.040348 -3.241959 0.0 0.0 0.0 0.121
H 3.208157 -2.930547 -2.287295 0.0 0.0 0.0 0.128
H 2.799403 -0.359050 0.218435 0.0 0.0 0.0 0.089
H 2.153844 1.581280 -1.041687 0.0 0.0 0.0 0.113
H 0.937795 -2.216575 -2.264954 0.0 0.0 0.0 0.123
H 2.629769 1.102448 4.088035 0.0 0.0 0.0 0.042
H 1.872904 -3.711993 3.043609 0.0 0.0 0.0 0.045
```
Forces are in eV/Å.


# 2
Molecular formula: C4H9NO2
Method: DFT, the ωB97M-V functional and the def2-TZVPD basis

## Properties
HOMO-LUMO gap = 9.73 eV
ΔE to the lowest compared entry with this formula, charge and spin = 47.3 kcal/mol
charge = 0

Geometry as XYZ:
```
16
Properties=species:S:1:pos:R:3:forces:R:3:lowdin_charge:R:1
O 1.425356 -1.261720 -0.834239 0.0 0.2 0.0 0.018
O -0.587454 -1.696156 1.821469 0.1 -0.2 0.0 -0.011
N 1.851260 0.975757 -0.661888 0.2 -0.4 -0.1 0.103
C 2.262010 -0.218765 -0.766716 0.1 0.3 0.0 -0.353
C -1.548151 1.272755 -0.294258 0.0 0.0 0.0 -0.112
C -0.936986 0.368987 0.736321 -0.1 -0.4 0.1 -0.177
C -1.142381 -0.946279 0.818443 -0.1 0.5 -0.3 -0.256
H 2.630672 1.626033 -0.622132 0.0 -0.1 0.0 0.048
H 0.531453 -0.899585 -0.668263 0.1 0.0 0.0 0.066
H -0.392404 -2.580639 1.488090 -0.1 0.1 0.1 0.100
H -2.355388 1.889333 0.124378 0.2 -0.1 0.0 0.072
H -0.768186 1.940525 -0.677306 -0.2 -0.1 0.0 0.058
H -1.969327 0.700592 -1.131386 0.1 0.1 0.2 0.076
H -0.265074 0.811812 1.469766 -0.1 0.0 -0.1 0.115
H 3.303475 -0.547827 -0.811356 -0.1 0.1 0.0 0.125
H -1.786971 -1.484664 0.119115 0.1 0.1 0.1 0.128
```
Forces are in eV/Å.


# 3
Molecular formula: C44H25BrF3IrN6O5S2Sb
Method: DFT, the ωB97M-V functional and the def2-TZVPD basis

## Properties
spin multiplicity = 2
HOMO-LUMO gap (spin up / spin down) = 5.12 / 5.16 eV
ΔE to the lowest compared entry with this formula, charge and spin = 17.2 kcal/mol
charge = 0

Geometry as XYZ:
```
88
Properties=species:S:1:pos:R:3:forces:R:3:lowdin_spin:R:1
Ir -0.600706 1.729746 -0.716302 0.1 0.1 -0.1 -0.001
Sb -0.772529 -0.805627 -0.186016 -0.4 -0.2 0.1 0.000
Br 5.240769 -4.962695 -0.347450 0.9 -0.3 0.3 0.033
S -0.223674 3.949900 -1.363908 0.0 0.3 0.0 0.000
S -0.705311 1.752330 -3.035878 -0.2 -0.2 0.0 0.000
F 3.761643 -3.865300 -3.117680 0.0 0.0 -0.1 0.000
F -5.277659 -5.078096 0.039861 0.0 0.0 0.0 0.000
F 0.647977 -0.917406 5.872783 0.0 0.0 0.0 0.000
O -9.675155 3.137206 -0.737801 -0.1 -0.3 0.2 0.000
O -8.915052 4.277188 0.919859 -0.1 -0.2 0.2 0.000
O -3.350465 0.731020 -2.011073 -0.1 0.1 0.1 0.000
O -0.167059 2.124965 1.368485 0.2 0.0 0.0 -0.010
O -2.572716 2.114255 -0.431134 0.1 0.2 -0.1 0.000
N 1.444815 1.494468 -0.682052 -0.1 0.1 0.1 0.000
N 1.216982 6.488965 -3.793002 0.0 0.0 0.0 0.000
N 0.558377 2.901999 -6.356433 0.0 0.0 0.0 0.000
N 4.903889 1.101015 2.629290 0.1 0.2 -0.1 0.175
N 5.843984 0.599149 1.859581 0.0 -0.1 0.2 0.478
N -8.784154 3.482838 0.010934 0.2 0.7 -0.6 0.000
C -2.252569 -3.269257 0.762041 0.0 0.0 0.0 0.000
C -5.948472 1.719840 -1.640072 0.0 0.0 0.0 0.000
C -4.469267 -3.086723 -0.901701 0.0 0.0 0.0 0.000
C -2.375545 -2.190068 -0.115209 0.1 -0.1 0.0 0.000
C 2.493043 -3.585706 -1.167198 -0.4 0.0 0.0 0.000
C 3.346704 1.512349 0.781011 0.1 0.1 0.0 0.004
C 5.723267 -0.704398 1.477081 -0.1 -0.2 0.0 0.006
C 4.474244 -2.764584 1.269144 0.0 0.0 0.1 -0.013
C 1.104595 -1.049645 2.296589 -0.2 -0.1 0.1 0.000
C -4.882625 2.127568 -0.845985 0.0 0.0 0.0 0.000
C 0.461131 3.443404 -5.344774 0.0 0.0 0.0 0.000
C 0.763062 -1.898019 -1.136142 0.1 0.0 0.0 0.000
C 5.453370 -3.253463 0.412489 0.1 0.0 0.0 0.120
C 0.360889 -0.937975 4.560102 0.0 0.0 0.0 0.000
C -7.416936 3.012625 -0.292918 0.0 -0.2 0.1 0.000
C -6.375499 3.436361 0.511777 0.0 0.0 0.0 0.000
C 0.827303 5.412875 -3.916600 0.0 0.0 -0.1 0.000
C 1.475135 -2.916480 -0.503700 -0.1 0.1 -0.2 0.000
C 3.617258 1.157325 -1.567770 0.0 0.0 0.1 0.002
C -3.504847 1.600578 -1.161818 0.0 -0.2 0.0 0.000
C 6.584879 -2.498545 0.104880 -0.1 0.0 0.0 -0.018
C -0.217495 -0.982830 1.858757 0.2 0.0 0.0 0.000
C -3.483922 -2.109182 -0.953226 0.0 0.0 0.0 0.000
C -0.118376 3.374652 -2.996300 0.1 0.0 0.0 0.000
C 1.397942 -1.045704 3.657279 0.0 0.0 -0.1 0.000
C 3.797685 1.583133 2.184630 -0.1 0.0 0.0 0.015
C 2.775246 -3.222746 -2.471140 -0.1 0.0 0.1 0.000
C 2.240873 1.238431 -1.714553 0.0 0.1 -0.1 -0.002
C -0.957651 -0.846218 4.162050 -0.1 0.0 0.0 0.000
C 1.580122 2.324810 2.934244 0.0 0.0 -0.1 -0.008
C 6.722203 -1.235687 0.637362 0.0 0.1 0.0 0.100
C 2.873624 2.102837 3.193124 0.0 0.0 -0.1 0.004
C -1.236774 -0.873340 2.804938 0.0 0.0 0.0 0.000
C -5.096745 2.989479 0.224575 0.0 0.0 0.0 0.000
C 2.083224 -2.228502 -3.134044 0.0 0.0 0.0 0.000
C -7.230609 2.165482 -1.369899 0.0 0.0 0.0 0.000
C 1.987983 1.665475 0.539421 0.0 0.0 0.1 -0.002
C -3.229561 -4.249564 0.819948 0.0 0.0 0.0 0.000
C 0.363063 4.073360 -4.069131 0.0 0.0 0.0 0.000
C 4.180524 1.278238 -0.316467 0.0 0.0 -0.1 0.006
C 1.073265 -1.561924 -2.453328 0.0 -0.1 0.0 0.000
C -4.323488 -4.133067 -0.015550 0.0 0.0 0.0 0.000
C 1.044017 2.045407 1.613117 -0.1 0.0 0.0 -0.002
C 4.607551 -1.500718 1.800772 0.1 0.0 0.0 0.102
H -1.740753 -0.763461 4.903373 0.0 0.0 0.0 0.000
H 0.882724 2.665389 3.686706 0.0 0.0 0.0 0.000
H 7.339422 -2.902174 -0.555113 0.0 0.0 0.0 -0.003
H 4.230977 0.987285 -2.440617 0.0 0.0 0.0 0.000
H -4.255545 3.306629 0.823018 0.0 0.0 0.0 0.000
H 0.533499 -0.766193 -2.958993 0.0 -0.1 0.0 0.000
H -1.394803 -3.351776 1.419185 0.0 0.0 0.0 0.000
H -8.076710 1.869826 -1.971639 0.0 0.0 0.0 0.000
H 2.407397 -1.130107 4.033741 0.1 0.0 0.0 0.000
H 1.238863 -3.200098 0.515525 0.0 0.0 0.0 0.000
H -6.574833 4.102563 1.337497 0.0 0.0 0.0 0.000
H -3.592598 -1.282470 -1.640655 0.0 0.0 0.0 0.000
H 3.063268 -4.375242 -0.695016 -0.5 0.2 -0.2 0.000
H 5.248396 1.201413 -0.187651 0.0 0.1 0.0 0.003
H -2.271241 -0.809777 2.484644 0.0 0.0 0.0 0.000
H 3.288425 2.243910 4.182667 0.0 0.0 0.0 0.002
H 3.855226 -1.107881 2.464422 0.0 0.0 0.1 0.007
H 3.613101 -3.374319 1.510979 0.1 0.0 0.0 -0.003
H -5.341759 -3.039547 -1.538874 0.0 0.0 0.0 0.000
H 7.582846 -0.621984 0.406104 0.0 0.0 0.0 0.004
H -3.155254 -5.090499 1.495771 0.0 0.0 0.0 0.000
H -5.753048 1.054220 -2.469060 0.0 0.0 0.0 0.000
H 2.336283 -1.985272 -4.157232 0.0 0.0 0.0 0.000
H 1.920132 -1.127552 1.584176 -0.1 0.0 0.0 0.001
H 1.750242 1.121355 -2.672824 0.0 0.1 0.0 0.000
```
Forces are in eV/Å.


# 4
Molecular formula: C6H13NO3
Method: DFT, the ωB97M-V functional and the def2-TZVPD basis

## Properties
HOMO-LUMO gap = 10.38 eV
ΔE to the lowest compared entry with this formula, charge and spin = 40.3 kcal/mol
charge = 0

Geometry as XYZ:
```
23
Properties=species:S:1:pos:R:3:forces:R:3:lowdin_charge:R:1
O -0.573891 0.839297 -0.970064 2.3 0.0 0.2 -0.149
O 1.706197 1.382329 -1.027044 -1.9 -1.0 1.2 0.086
O -1.025146 -0.854175 1.735944 0.0 0.3 -1.3 0.035
N 0.962743 -0.895630 0.640248 -1.5 -0.1 0.1 -0.025
C 1.897509 -1.506336 -0.289044 -0.4 -0.1 0.1 -0.090
C 0.461562 2.189284 0.856862 0.4 -0.9 0.7 -0.005
C 0.691877 1.330195 -0.356091 -1.1 2.0 -2.7 -0.456
C -1.796270 1.553879 -0.807558 0.4 0.2 0.4 -0.093
C -0.996827 -2.230866 -0.219953 -0.4 0.3 -0.6 0.009
C -0.430217 -1.201866 0.719957 2.1 -1.0 2.2 -0.500
H -0.289100 -2.687801 -0.910065 0.1 0.2 0.1 0.069
H 0.157525 3.192166 0.555833 0.0 -0.1 -0.1 0.097
H -1.665883 2.605089 -1.080046 0.0 0.0 0.1 0.090
H 1.966339 -2.578939 -0.101390 0.2 -0.1 -0.1 0.082
H 1.403965 2.254331 1.409262 -0.1 0.1 -0.2 0.095
H 2.877866 -1.045831 -0.157468 -0.2 0.0 -0.1 0.091
H -1.773704 -1.750601 -0.818001 0.0 -0.1 0.0 0.087
H -0.285209 1.742504 1.514125 -0.1 0.1 0.0 0.076
H -2.159241 1.464311 0.220697 -0.1 0.1 -0.1 0.086
H -1.466971 -3.030066 0.360299 0.1 0.3 0.1 0.095
H 1.535485 -1.335288 -1.303676 0.3 0.0 0.0 0.088
H 1.335722 -0.572111 1.525676 -0.2 -0.1 -0.2 0.141
H -2.534333 1.136125 -1.498501 0.3 -0.2 0.1 0.092
```
Forces are in eV/Å.


# 5
Molecular formula: C4H6O
Method: DFT, the ωB97M-V functional and the def2-TZVPD basis

## Properties
HOMO-LUMO gap = 10.30 eV
ΔE to the lowest compared entry with this formula, charge and spin = 9.4 kcal/mol
charge = 0

Geometry as XYZ:
```
11
Properties=species:S:1:pos:R:3:forces:R:3:lowdin_charge:R:1
O 1.312139 -0.268304 -0.009611 0.1 0.0 0.1 -0.135
C -0.756391 0.697097 0.396991 0.0 -0.1 -0.2 -0.073
C -0.869634 0.004000 -0.729865 0.0 0.1 0.2 -0.070
C 0.611447 0.464175 0.985164 -0.1 0.2 0.2 -0.207
C 0.367047 -0.843679 -0.897107 -0.1 -0.2 -0.2 -0.208
H -1.731316 -0.031260 -1.386685 0.1 -0.1 0.1 0.104
H 0.561481 -0.109883 1.926682 0.0 0.1 -0.1 0.120
H 1.147392 1.400807 1.193736 0.0 -0.2 -0.1 0.120
H -1.520866 1.300348 0.876611 0.2 0.0 -0.2 0.105
H 0.812793 -0.876305 -1.902418 -0.2 0.1 0.3 0.121
H 0.120159 -1.879888 -0.582830 0.2 0.2 -0.2 0.123
```
Forces are in eV/Å.


# 6
Molecular formula: C10H10N2O
Method: DFT, the ωB97M-V functional and the def2-TZVPD basis

## Properties
HOMO-LUMO gap = 10.05 eV
ΔE to the lowest compared entry with this formula, charge and spin = 101.1 kcal/mol
charge = 0

Geometry as XYZ:
```
23
Properties=species:S:1:pos:R:3:forces:R:3:lowdin_charge:R:1
O -0.785665 1.311125 -1.637565 -0.1 -1.0 0.9 -0.027
N 1.626767 -0.228970 -1.194333 -0.2 0.6 2.0 0.129
N 1.428488 0.263901 1.146486 -1.2 0.1 -0.5 0.107
C -1.578308 -0.381131 -0.142575 1.4 -0.1 -0.4 0.015
C -2.840074 -2.714391 -0.190425 -0.3 2.0 0.9 -0.085
C 0.948506 0.178288 -0.084824 -1.6 0.8 -1.6 -0.187
C -0.688564 0.788882 -0.303741 2.2 -1.1 0.2 -0.417
C -1.944513 -1.528535 -0.160801 -1.4 -0.3 0.7 -0.039
C 2.928708 -0.501850 -0.950578 0.3 0.6 0.1 -0.135
C 3.551780 -0.486337 0.299573 -2.3 0.7 0.9 -0.025
C -0.981144 1.783568 0.828856 -1.0 -0.6 -0.3 -0.115
C -1.298421 3.040977 0.497074 0.4 -1.0 -2.1 0.028
C 2.667804 -0.093865 1.354248 1.5 -1.0 -1.2 -0.121
H -2.409344 -3.393275 -0.841024 0.5 -1.6 -1.4 0.040
H -3.023375 -3.213832 0.773191 0.2 0.5 -0.2 0.085
H -1.159017 1.198113 1.817466 0.7 1.8 -1.6 0.144
H -1.334193 3.400537 -0.577498 0.5 -1.0 1.2 0.089
H -1.585224 3.825607 1.111837 -0.5 0.9 1.7 0.024
H 3.576086 -0.597304 -1.810987 -0.2 -0.5 -0.4 0.101
H -3.775006 -2.310598 -0.605386 0.1 -0.6 0.2 0.089
H -0.838646 0.500629 -2.192477 0.2 0.9 0.3 0.110
H 2.926434 -0.109201 2.389095 0.7 0.1 0.6 0.098
H 4.586921 -0.732337 0.474385 0.0 0.0 -0.1 0.094
```
Forces are in eV/Å.